No. 1
This record from OMol25 describes a structure of composition C3H4BiO5 in a non-equilibrium geometry. The level of theory is wB97M-V/def2-TZVPD.

Charge: +1
LUMO level (eV): -7.9563
Kohn-Sham gap (eV): 4.0
Max |F| (eV/A): 8.1

Last column: Löwdin charge in e.
Positions of all 13 atoms, in Å:
C  1.243  0.039  -1.456  -0.10
H  1.431  0.017  -2.528  0.13
O  -0.574  -1.878  0.557  -0.30
O  -1.370  0.349  2.528  -0.44
H  -0.014  0.898  0.738  0.17
O  0.755  -1.180  -1.010  0.05
O  -1.479  -1.024  -1.278  0.13
H  1.998  1.953  -1.261  0.14
C  1.350  1.202  -0.793  -0.19
H  -2.094  0.971  2.597  0.05
C  -0.513  -1.453  -0.642  -0.67
O  0.715  1.628  0.295  0.00
Bi  -1.448  -1.524  2.253  2.02


No. 2
This record from OMol25 describes an isolated molecule of C3H4Br2N2O2 in a non-equilibrium geometry. The level of theory is wB97M-V/def2-TZVPD.

LUMO level (eV): -0.6558
Kohn-Sham gap (eV): 8.6
Max |F| (eV/A): 1.9
Energy above the lowest of the compared OMol25 structures with the same formula, charge and spin (kcal/mol): 0.0
SMILES: NC(=O)[C@](Br)(CBr)N=O

Last column: Löwdin charge in e.
Positions of all 13 atoms, in Å:
H  2.038  -0.575  -1.272  0.07
C  -0.956  0.569  1.201  -0.59
Br  1.772  1.267  0.682  0.79
O  -1.120  1.999  -1.114  -0.04
C  0.124  0.343  0.192  -0.78
Br  -2.715  0.170  0.434  0.71
N  -0.181  1.310  -1.228  0.00
C  0.332  -1.096  -0.237  -0.62
H  -0.988  1.611  1.519  0.06
H  1.577  -2.246  -1.344  0.12
O  -0.457  -1.946  0.104  0.04
H  -0.842  -0.091  2.061  0.08
N  1.415  -1.316  -0.997  0.16


No. 3
This record from OMol25 describes a structure of composition C3H4BrClS in a non-equilibrium geometry. The level of theory is wB97M-V/def2-TZVPD.

LUMO level (alpha / beta) (eV): -0.4163 / -0.4171
Kohn-Sham gap (alpha / beta) (eV): 7.7 / 7.7
Max |F| (eV/A): 1.7
Energy above the lowest of the compared OMol25 structures with the same formula, charge and spin (kcal/mol): 80.8

Last column: Löwdin charge in e.
Positions of all 10 atoms, in Å:
C  -4.538  0.707  0.740  -1.10
H  -1.176  1.566  1.122  -0.02
H  0.900  0.067  0.268  0.04
C  -1.889  0.754  1.019  -0.41
C  0.295  -0.635  -0.295  -0.34
Br  -4.832  -0.945  -0.110  0.51
Cl  -4.556  1.988  -0.337  0.48
H  0.660  -1.647  -0.171  0.03
S  -1.455  -0.615  0.310  0.79
H  0.277  -0.376  -1.347  0.03


No. 4
This record from OMol25 describes an isolated molecule of C3H4BrClS in a non-equilibrium geometry. The level of theory is wB97M-V/def2-TZVPD.

Multiplicity: 3
LUMO level (alpha / beta) (eV): 0.6450 / -1.8857
Kohn-Sham gap (alpha / beta) (eV): 6.1 / 8.2
Max |F| (eV/A): 4.5
Energy above the lowest of the compared OMol25 structures with the same formula, charge and spin (kcal/mol): 0.1

Last column: Löwdin charge in e.
Positions of all 10 atoms, in Å:
S  -0.712  -0.813  -0.600  0.87
H  -0.154  -0.388  -2.789  0.02
Br  -1.298  -1.696  2.474  0.69
C  -0.007  0.227  -1.930  -0.37
C  0.109  -0.007  0.690  -0.64
Cl  0.820  0.426  3.261  0.62
H  0.912  0.698  0.678  0.04
C  -0.157  -0.287  2.039  -1.29
H  0.965  0.688  -1.715  0.05
H  -0.477  1.149  -2.108  0.02


No. 5
This record from OMol25 describes a cluster of 2 separate species, C3H4BrF in total in a non-equilibrium geometry. The level of theory is wB97M-V/def2-TZVPD.

LUMO level (eV): 0.7183
Kohn-Sham gap (eV): 9.6
Max |F| (eV/A): 4.5
Energy above the lowest of the compared OMol25 structures with the same formula, charge and spin (kcal/mol): 61.3
SMILES: BrC1=CC1.F

Last column: Löwdin charge in e.
Positions of all 9 atoms, in Å:
C  0.669  0.536  0.673  -0.78
F  0.237  -1.476  -1.547  -0.03
H  -0.759  -0.738  1.990  0.09
C  -0.299  -0.147  1.221  -0.05
H  -0.777  0.504  -0.833  0.00
H  -1.306  1.836  0.273  0.13
H  0.407  -1.906  -2.321  0.07
C  -0.666  0.833  0.105  -0.17
Br  2.495  0.557  0.439  0.74


No. 6
This record from OMol25 describes an isolated molecule of C3H4BrFO in a non-equilibrium geometry. The level of theory is wB97M-V/def2-TZVPD.

LUMO level (eV): 0.1586
Kohn-Sham gap (eV): 10.9
Max |F| (eV/A): 3.3
Energy above the lowest of the compared OMol25 structures with the same formula, charge and spin (kcal/mol): 5.3
SMILES: C[C@@H](Br)C(=O)F

Last column: Löwdin charge in e.
Positions of all 10 atoms, in Å:
H  -1.875  0.774  -0.305  0.08
C  -1.020  0.623  0.299  -0.12
F  0.540  -1.445  1.159  0.05
H  -0.801  1.565  0.730  0.04
C  0.807  -1.201  -0.164  -0.57
H  0.037  0.204  -1.502  0.10
C  0.177  0.135  -0.423  -0.61
H  -1.017  -0.048  1.212  0.11
Br  1.769  1.285  -0.087  0.73
O  1.382  -1.892  -0.918  0.18


No. 7
This record from OMol25 describes a structure of composition C3H4BrI in a non-equilibrium geometry. The level of theory is wB97M-V/def2-TZVPD.

LUMO level (alpha / beta) (eV): -0.4819 / -0.4846
Kohn-Sham gap (alpha / beta) (eV): 8.0 / 8.0
Max |F| (eV/A): 3.1
Energy above the lowest of the compared OMol25 structures with the same formula, charge and spin (kcal/mol): 95.6

Last column: Löwdin charge in e.
Positions of all 9 atoms, in Å:
C  -2.214  0.280  0.630  -1.13
H  -2.335  0.478  1.728  -0.04
C  0.099  0.224  -0.130  0.06
C  0.366  1.319  -0.801  -0.10
H  -0.334  2.122  -0.809  -0.04
I  -3.372  -1.424  0.109  0.65
Br  -2.785  1.936  -0.296  0.49
H  1.114  1.826  -1.408  0.07
H  0.096  -0.713  0.380  0.03


No. 8
This record from OMol25 describes a cluster of 2 separate species, C3H4BrN in total in a non-equilibrium geometry. The level of theory is wB97M-V/def2-TZVPD.

Multiplicity: 3
LUMO level (alpha / beta) (eV): 0.6711 / -2.0277
Kohn-Sham gap (alpha / beta) (eV): 7.1 / 7.6
Max |F| (eV/A): 4.9
Energy above the lowest of the compared OMol25 structures with the same formula, charge and spin (kcal/mol): 12.1

Last column: Löwdin charge in e.
Positions of all 9 atoms, in Å:
H  1.515  0.219  -2.476  0.06
H  -1.568  -1.309  1.308  0.11
C  -0.037  0.269  -1.168  -0.22
C  -0.928  -0.017  -0.344  -0.15
H  -2.727  0.219  0.886  0.07
H  2.916  -0.094  1.277  -0.33
N  0.664  0.578  -2.129  0.16
Br  1.944  0.486  2.051  0.37
C  -1.777  -0.350  0.595  -0.08


No. 9
This record from OMol25 describes a cluster of 2 separate species, C3H4BrN3O5 in total in a non-equilibrium geometry. The level of theory is wB97M-V/def2-TZVPD.

LUMO level (alpha / beta) (eV): -1.8671 / -1.8701
Kohn-Sham gap (alpha / beta) (eV): 8.2 / 8.2
Max |F| (eV/A): 3.4
Energy above the lowest of the compared OMol25 structures with the same formula, charge and spin (kcal/mol): 28.1
SMILES: O=[N+]([O-])C1=NOCC1.O=NOBr

Last column: Löwdin charge in e.
Positions of all 16 atoms, in Å:
O  4.755  -0.436  0.398  -0.32
O  1.405  -2.224  -2.426  0.11
N  4.584  -1.439  1.026  -0.17
H  -1.239  0.690  0.989  0.16
N  1.822  -1.860  -1.364  -0.33
N  1.517  -0.606  0.568  0.07
H  -1.250  -0.924  1.645  0.10
O  0.606  -0.221  1.393  -0.09
O  2.950  -2.080  -0.951  0.05
H  -0.955  -0.568  -1.232  0.11
C  0.935  -0.983  -0.521  -0.17
C  -0.750  -0.362  0.891  -0.10
O  3.993  -1.663  2.044  0.09
Br  3.818  1.507  0.533  0.42
C  -0.539  -1.141  -0.434  -0.05
H  -0.969  -2.094  -0.270  0.12


No. 10
This record from OMol25 describes a structure of composition C3H4BrNO in a non-equilibrium geometry. The level of theory is wB97M-V/def2-TZVPD.

LUMO level (eV): 0.7637
Kohn-Sham gap (eV): 9.2
Max |F| (eV/A): 4.6
Energy above the lowest of the compared OMol25 structures with the same formula, charge and spin (kcal/mol): 106.1

Last column: Löwdin charge in e.
Positions of all 10 atoms, in Å:
H  1.404  -0.479  -2.226  0.14
C  1.054  -0.506  -1.161  -0.29
H  0.505  -0.204  1.423  0.06
C  -0.352  -0.074  0.820  -0.04
C  0.516  -1.453  -0.418  -0.66
Br  0.443  -3.272  -0.581  0.71
N  -0.172  1.051  0.023  -0.06
O  0.890  0.838  -0.954  -0.10
H  -1.246  -0.375  1.283  0.08
H  -0.959  1.429  -0.584  0.16


No. 11
This record from OMol25 describes an isolated molecule of C3H4BrNO4 in a non-equilibrium geometry. The level of theory is wB97M-V/def2-TZVPD.

LUMO level (eV): 0.4504
Kohn-Sham gap (eV): 9.9
Max |F| (eV/A): 2.7
Energy above the lowest of the compared OMol25 structures with the same formula, charge and spin (kcal/mol): 14.2
SMILES: COC(=O)O/[N+]([O-])=C/Br

Last column: Löwdin charge in e.
Positions of all 13 atoms, in Å:
C  -0.421  -0.432  -1.406  -0.61
C  0.438  1.437  -0.053  0.03
O  1.658  -3.032  -1.098  -0.02
H  0.599  0.707  0.649  0.06
O  0.294  -1.261  -0.571  0.10
O  -0.382  0.844  -1.125  0.04
H  1.217  1.915  -0.616  0.10
O  -1.009  -0.814  -2.347  0.17
H  -1.613  -3.292  -1.203  0.09
N  0.501  -2.662  -0.968  -0.33
C  -0.526  -3.437  -1.108  -0.49
Br  -0.093  -5.242  -1.479  0.77
H  0.008  2.262  0.454  0.08


No. 12
This record from OMol25 describes a cluster of 2 separate species, C3H4BrOS in total in a non-equilibrium geometry. The level of theory is wB97M-V/def2-TZVPD.

Charge: -1
LUMO level (eV): 3.2774
Kohn-Sham gap (eV): 5.8
Max |F| (eV/A): 2.9
Energy above the lowest of the compared OMol25 structures with the same formula, charge and spin (kcal/mol): 44.7

Last column: Löwdin charge in e.
Positions of all 10 atoms, in Å:
S  -1.590  1.003  1.446  0.32
H  1.012  -0.795  0.793  -0.03
C  0.995  0.187  0.459  -0.56
C  -1.968  0.331  -0.172  -0.66
Br  2.901  0.627  -0.142  0.33
H  0.600  0.896  1.238  -0.09
H  -1.549  -0.553  -0.534  0.02
O  -3.367  1.996  -1.295  0.08
H  0.347  0.327  -0.448  -0.01
C  -2.795  1.130  -0.773  -0.42


No. 13
This record from OMol25 describes a cluster of 2 separate species, C3H4BrOS in total in a non-equilibrium geometry. The level of theory is wB97M-V/def2-TZVPD.

Charge: -1
LUMO level (eV): 3.4809
Kohn-Sham gap (eV): 6.2
Max |F| (eV/A): 3.4
Energy above the lowest of the compared OMol25 structures with the same formula, charge and spin (kcal/mol): 48.6

Last column: Löwdin charge in e.
Positions of all 10 atoms, in Å:
H  0.060  0.520  -0.726  -0.06
O  -2.468  2.267  0.432  0.04
Br  2.421  0.353  -0.168  0.25
C  -2.681  0.328  -1.192  -0.66
H  -3.200  0.320  -2.192  0.05
S  -1.945  -1.168  -0.565  0.39
C  0.531  -0.425  -0.632  -0.60
H  0.303  -1.056  0.143  -0.10
H  0.429  -0.979  -1.632  0.03
C  -2.614  1.346  -0.342  -0.35


No. 14
This record from OMol25 describes a structure of composition C3H4CeO3 in a non-equilibrium geometry. The level of theory is wB97M-V/def2-TZVPD.

Multiplicity: 3
LUMO level (alpha / beta) (eV): -1.2039 / -1.3840
Kohn-Sham gap (alpha / beta) (eV): 5.8 / 7.7
Max |F| (eV/A): 3.8
Energy above the lowest of the compared OMol25 structures with the same formula, charge and spin (kcal/mol): 56.6

Last column: Löwdin charge in e.
Positions of all 11 atoms, in Å:
C  -1.344  1.244  0.338  -0.12
C  -0.306  1.000  1.166  -0.24
H  -0.543  0.345  2.011  0.14
Ce  -1.405  -1.006  -1.526  1.11
O  1.264  -0.993  0.284  -0.07
H  -3.347  -0.783  -2.153  -0.32
H  -2.337  0.973  0.708  0.07
C  1.864  -0.009  0.739  -0.72
H  -0.934  2.079  -0.325  0.11
O  2.976  0.109  1.251  0.05
O  1.022  1.132  0.998  0.00


No. 15
This record from OMol25 describes an isolated molecule of C3H4Cl2 in a non-equilibrium geometry. The level of theory is wB97M-V/def2-TZVPD.

LUMO level (eV): 0.9340
Kohn-Sham gap (eV): 10.8
Max |F| (eV/A): 3.9
Energy above the lowest of the compared OMol25 structures with the same formula, charge and spin (kcal/mol): 22.8
SMILES: ClC1(Cl)CC1

Last column: Löwdin charge in e.
Positions of all 9 atoms, in Å:
H  1.323  -1.068  -0.603  0.09
C  -0.219  -0.021  0.764  -1.36
H  -0.403  -1.457  -0.998  0.13
C  0.123  0.828  -0.521  -0.12
H  1.042  1.377  -0.603  0.09
C  0.318  -0.730  -0.422  -0.21
H  -0.860  1.222  -0.809  0.07
Cl  -1.953  -0.093  1.000  0.63
Cl  0.629  -0.058  2.191  0.68


No. 16
This record from OMol25 describes an isolated molecule of C3H4Cl2O in a non-equilibrium geometry. The level of theory is wB97M-V/def2-TZVPD.

LUMO level (eV): 0.4770
Kohn-Sham gap (eV): 11.1
Max |F| (eV/A): 3.4
Energy above the lowest of the compared OMol25 structures with the same formula, charge and spin (kcal/mol): 19.0
SMILES: C[C@H](Cl)C(=O)Cl

Last column: Löwdin charge in e.
Positions of all 10 atoms, in Å:
H  0.596  -0.033  1.401  0.08
C  -0.685  1.395  0.157  -0.77
C  0.556  -0.878  -0.527  -0.18
Cl  0.751  2.137  -0.522  0.69
O  -1.801  1.776  0.043  0.05
H  1.230  -1.749  -0.242  0.11
Cl  -1.637  -0.996  1.274  0.58
C  -0.137  -0.190  0.619  -0.68
H  -0.254  -1.114  -1.248  0.09
H  1.382  -0.348  -0.957  0.03


No. 17
This record from OMol25 describes a cluster of 2 separate species, C3H4Cl2Si in total in a non-equilibrium geometry. The level of theory is wB97M-V/def2-TZVPD.

LUMO level (alpha / beta) (eV): -0.7234 / -1.3376
Kohn-Sham gap (alpha / beta) (eV): 8.7 / 6.4
Max |F| (eV/A): 1.7
Energy above the lowest of the compared OMol25 structures with the same formula, charge and spin (kcal/mol): 114.2

Last column: Löwdin charge in e.
Positions of all 10 atoms, in Å:
Si  0.393  2.859  -0.817  -0.26
C  -0.308  -2.348  0.042  -0.16
Cl  -0.222  2.901  -2.722  0.21
H  0.393  -3.023  -0.438  0.07
Cl  -0.839  3.881  0.389  0.20
C  0.007  -1.830  1.469  -0.08
H  1.782  3.226  -0.658  -0.13
C  0.127  -0.990  0.496  0.02
H  0.010  -2.155  2.479  0.07
H  -1.343  -2.521  -0.240  0.07


No. 18
This record from OMol25 describes a cluster of 2 separate species, C3H4ClF3 in total in a non-equilibrium geometry. The level of theory is wB97M-V/def2-TZVPD.

LUMO level (eV): 0.5025
Kohn-Sham gap (eV): 9.6
Max |F| (eV/A): 5.1
Energy above the lowest of the compared OMol25 structures with the same formula, charge and spin (kcal/mol): 44.5

Last column: Löwdin charge in e.
Positions of all 11 atoms, in Å:
C  -0.358  -0.584  -0.617  -0.60
H  1.200  -0.090  1.458  0.16
H  -2.317  -0.034  -0.037  0.11
Cl  -0.525  -2.230  -0.171  0.65
C  -1.317  0.360  -0.137  -0.27
H  -1.427  1.391  -0.524  0.14
F  1.649  1.444  0.085  0.04
F  -1.073  0.626  1.246  -0.11
C  1.534  0.115  0.360  -0.28
H  0.056  -0.525  -1.573  0.05
F  2.579  -0.473  -0.090  0.12


No. 19
This record from OMol25 describes an isolated molecule of C3H4ClFO in a non-equilibrium geometry. The level of theory is wB97M-V/def2-TZVPD.

LUMO level (eV): 0.7062
Kohn-Sham gap (eV): 11.1
Max |F| (eV/A): 4.5
Energy above the lowest of the compared OMol25 structures with the same formula, charge and spin (kcal/mol): 21.2
SMILES: O=CC[C@@H](F)Cl

Last column: Löwdin charge in e.
Positions of all 10 atoms, in Å:
Cl  -1.692  -0.191  1.965  0.60
H  -1.038  -0.611  -0.266  0.08
H  1.946  0.467  -0.444  0.14
O  1.337  -1.187  -1.464  0.09
H  -0.795  0.842  -1.028  0.16
F  -0.754  2.080  1.222  -0.08
C  -0.335  0.749  1.243  -0.63
H  0.504  0.491  2.008  0.13
C  -0.215  0.159  -0.305  -0.16
C  1.103  -0.258  -0.771  -0.33


No. 20
This record from OMol25 describes a cluster of 2 separate species, C3H4ClFS in total in a non-equilibrium geometry. The level of theory is wB97M-V/def2-TZVPD.

LUMO level (eV): -1.0086
Kohn-Sham gap (eV): 8.0
Max |F| (eV/A): 9.8
Energy above the lowest of the compared OMol25 structures with the same formula, charge and spin (kcal/mol): 104.0

Last column: Löwdin charge in e.
Positions of all 10 atoms, in Å:
Cl  1.724  -0.270  -1.195  0.73
H  0.145  0.490  1.804  0.10
S  -2.319  0.801  0.730  0.60
F  0.304  -1.829  0.019  -0.05
C  -0.839  1.209  -0.064  -0.53
H  1.682  -1.028  0.966  0.09
C  0.276  0.353  0.752  -0.43
C  0.997  -0.677  0.320  -0.83
H  -0.438  2.353  -1.000  0.22
H  1.066  1.122  0.656  0.10